[1]
# C46H71F15NO9

A cluster of 5 separate species, C46H71F15NO9 in total at a distorted geometry (ωB97M-V/def2-TZVPD, the OMol25 dataset).

Values from the calculation:
Charge   +1
Frontier orbital gap   9.33 eV
HOMO level   -11.675 eV
Maximum force   2.7 eV/A

Last column: Löwdin charge in e.
Atoms and positions in Å:
C (6.459, 1.472, -2.477)  -0.118
C (7.328, 1.583, -3.748)  -0.242
C (6.452, 1.502, -5.020)  -0.201
C (6.611, 0.196, -5.834)  -0.196
C (5.289, -0.580, -6.009)  -0.207
C (5.136, -1.642, -4.927)  -0.206
C (3.757, -2.316, -4.926)  -0.184
C (3.309, -2.724, -3.496)  -0.150
C (1.803, -2.481, -3.254)  -0.111
C (1.513, -1.376, -2.206)  -0.321
C (1.974, -0.051, -2.873)  -0.053
C (0.926, 1.081, -3.033)  -0.102
C (0.639, 1.480, -4.469)  -0.223
C (0.678, 0.586, -5.540)  -0.059
C (0.439, 0.983, -6.861)  -0.062
C (0.151, 2.321, -7.131)  -0.073
C (0.077, 3.216, -6.066)  -0.065
C (0.314, 2.814, -4.749)  -0.039
C (2.241, -1.708, -0.888)  -0.174
C (2.086, -0.749, 0.291)  -0.097
O (2.440, 0.613, -0.024)  0.043
C (3.571, 1.045, 0.560)  -0.758
F (3.819, 2.256, 0.104)  0.200
F (4.623, 0.279, 0.282)  0.177
F (3.447, 1.118, 1.882)  0.178
C (1.399, -2.945, -0.414)  -0.085
C (-0.046, -2.711, -0.947)  -0.069
N (0.085, -1.487, -1.807)  -0.025
C (-0.991, -1.540, -2.844)  -0.092
C (-2.299, -0.960, -2.273)  -0.158
C (-2.992, 0.009, -3.237)  -0.190
C (-3.951, 0.933, -2.490)  -0.194
C (-3.245, 2.003, -1.627)  -0.202
C (-3.542, 3.452, -2.055)  -0.245
C (-2.263, 4.301, -2.059)  -0.109
H (6.952, 1.873, -1.594)  0.069
H (5.551, 2.056, -2.628)  0.062
H (6.196, 0.424, -2.320)  0.054
H (7.797, 2.566, -3.704)  0.099
H (8.114, 0.832, -3.762)  0.099
H (5.405, 1.689, -4.779)  0.092
H (6.766, 2.332, -5.653)  0.103
H (6.977, 0.467, -6.824)  0.103
H (7.386, -0.433, -5.394)  0.104
H (5.305, -1.020, -7.006)  0.114
H (4.481, 0.149, -5.923)  0.100
H (5.353, -1.167, -3.965)  0.097
H (5.904, -2.403, -5.076)  0.121
H (3.021, -1.664, -5.400)  0.087
H (3.834, -3.199, -5.560)  0.117
H (3.496, -3.792, -3.412)  0.120
H (3.944, -2.171, -2.812)  0.093
H (1.360, -2.185, -4.203)  0.103
H (1.326, -3.429, -2.999)  0.117
H (2.768, 0.349, -2.251)  0.111
H (2.426, -0.234, -3.841)  0.100
H (1.350, 1.968, -2.566)  0.121
H (-0.020, 0.902, -2.513)  0.095
H (0.925, -0.455, -5.365)  0.082
H (0.513, 0.241, -7.643)  0.105
H (-0.002, 2.617, -8.158)  0.106
H (-0.160, 4.249, -6.284)  0.108
H (0.245, 3.556, -3.965)  0.100
H (3.236, -2.128, -0.944)  0.147
H (1.082, -0.742, 0.716)  0.143
H (2.755, -1.103, 1.074)  0.143
H (1.808, -3.925, -0.625)  0.128
H (1.291, -2.890, 0.673)  0.116
H (-0.244, -3.627, -1.497)  0.129
H (-0.830, -2.651, -0.199)  0.137
H (-0.129, -0.711, -1.176)  0.163
H (-0.732, -0.944, -3.716)  0.111
H (-1.174, -2.556, -3.174)  0.139
H (-2.133, -0.422, -1.332)  0.113
H (-3.007, -1.751, -2.032)  0.116
H (-2.291, 0.620, -3.813)  0.112
H (-3.589, -0.581, -3.935)  0.121
H (-4.585, 0.340, -1.825)  0.104
H (-4.641, 1.414, -3.181)  0.111
H (-2.159, 1.866, -1.638)  0.086
H (-3.602, 1.906, -0.602)  0.108
H (-4.223, 3.942, -1.361)  0.106
H (-3.960, 3.516, -3.059)  0.104
H (-1.589, 3.888, -2.811)  0.041
H (-1.761, 4.288, -1.092)  0.076
H (-2.462, 5.332, -2.346)  0.074
C (-2.771, -1.923, 4.556)  -0.043
C (-3.580, -1.066, 3.610)  -0.179
O (-3.779, -1.730, 2.338)  0.020
C (-4.774, -2.605, 2.286)  -0.408
O (-5.527, -2.896, 3.164)  0.188
C (-4.864, -3.182, 0.863)  -0.538
F (-3.649, -3.512, 0.387)  0.141
F (-5.390, -2.279, 0.018)  0.131
F (-5.624, -4.266, 0.814)  0.189
H (-1.826, -2.212, 4.093)  0.089
H (-2.564, -1.373, 5.471)  0.033
H (-3.302, -2.839, 4.815)  0.093
H (-3.042, -0.149, 3.378)  0.126
H (-4.541, -0.784, 4.036)  0.132
C (0.062, 1.194, 11.009)  -0.051
C (-0.803, 2.006, 10.071)  -0.188
O (-1.042, 1.287, 8.840)  0.034
C (-2.015, 0.391, 8.882)  -0.403
O (-2.712, 0.128, 9.815)  0.181
C (-2.174, -0.271, 7.500)  -0.549
F (-0.987, -0.604, 6.979)  0.164
F (-2.778, 0.574, 6.645)  0.158
F (-2.915, -1.370, 7.602)  0.171
H (0.990, 0.906, 10.514)  0.072
H (0.303, 1.771, 11.901)  0.087
H (-0.444, 0.279, 11.315)  0.082
H (-0.297, 2.924, 9.784)  0.126
H (-1.751, 2.284, 10.530)  0.126
C (5.216, -0.049, 3.987)  -0.072
C (5.977, -0.596, 5.175)  -0.188
O (5.465, -0.062, 6.411)  0.038
C (4.386, -0.652, 6.903)  -0.398
O (3.794, -1.575, 6.425)  0.168
C (4.011, 0.008, 8.242)  -0.547
F (4.070, 1.343, 8.161)  0.167
F (4.858, -0.380, 9.203)  0.173
F (2.779, -0.326, 8.618)  0.167
H (5.225, 1.041, 3.996)  0.086
H (5.667, -0.397, 3.058)  0.080
H (4.173, -0.367, 4.010)  0.071
H (7.019, -0.287, 5.133)  0.128
H (5.956, -1.685, 5.202)  0.127
C (-7.814, -1.118, 0.372)  -0.064
C (-9.317, -0.942, 0.353)  -0.180
O (-9.708, 0.263, 1.040)  0.039
C (-9.612, 1.383, 0.341)  -0.400
O (-9.232, 1.489, -0.788)  0.167
C (-10.106, 2.570, 1.189)  -0.550
F (-9.617, 2.513, 2.434)  0.166
F (-11.441, 2.555, 1.265)  0.173
F (-9.729, 3.724, 0.648)  0.174
H (-7.447, -1.091, 1.400)  0.085
H (-7.551, -2.065, -0.078)  0.071
H (-7.324, -0.315, -0.178)  0.079
H (-9.803, -1.756, 0.887)  0.130
H (-9.707, -0.938, -0.664)  0.128


[2]
# C46H76F36N10O28S12

A structure of composition C46H76F36N10O28S12 at a distorted geometry (ωB97M-V/def2-TZVPD, the OMol25 dataset).

Values from the calculation:
Charge   -2
Frontier orbital gap   2.76 eV
HOMO level   -5.106 eV
Maximum force   8.6 eV/A

Last column: Löwdin charge in e.
Atoms and positions in Å:
C (2.586, 0.183, 6.636)  -0.006
C (2.905, 1.060, 5.420)  -0.429
C (2.042, 2.320, 5.249)  -0.092
C (2.512, 3.233, 4.104)  -0.126
C (3.915, 3.691, 4.506)  -0.118
C (4.952, 2.642, 4.841)  -0.457
N (4.266, 1.573, 5.570)  0.071
O (4.976, 0.984, 6.534)  0.137
C (5.993, 3.180, 5.808)  -0.014
C (5.549, 1.890, 3.663)  0.032
C (2.898, 0.170, 4.168)  0.016
H (2.421, 0.578, 7.606)  0.090
H (3.223, -0.673, 6.628)  0.080
H (1.570, -0.165, 6.458)  0.097
H (2.198, 2.803, 6.209)  0.133
H (0.998, 2.044, 5.059)  0.119
H (1.908, 4.135, 3.964)  0.116
H (2.590, 2.665, 3.158)  0.118
H (3.845, 4.259, 5.457)  0.131
H (4.411, 4.469, 3.895)  0.134
H (6.381, 4.065, 5.314)  0.105
H (6.854, 2.597, 6.180)  0.105
H (5.475, 3.631, 6.644)  0.092
H (6.299, 1.168, 3.920)  0.100
H (6.028, 2.568, 2.982)  0.103
H (4.842, 1.324, 3.119)  0.061
H (3.714, -0.536, 4.116)  0.086
H (2.900, 0.623, 3.218)  0.059
H (1.927, -0.325, 4.288)  0.113
C (-1.178, 0.154, 0.650)  0.004
C (0.211, 0.278, -0.080)  -0.353
C (0.371, -0.410, -1.430)  -0.100
C (-0.580, 0.187, -2.463)  -0.152
C (-0.171, 1.623, -2.628)  -0.144
C (-0.384, 2.463, -1.478)  -0.402
N (0.337, 1.821, -0.329)  0.088
O (0.860, 2.580, 0.508)  0.165
C (-1.932, 2.704, -1.145)  0.051
C (0.215, 3.864, -1.635)  0.011
C (1.300, -0.061, 0.880)  -0.022
H (-2.015, -0.175, 0.018)  0.075
H (-1.542, 1.089, 1.043)  0.057
H (-1.183, -0.456, 1.530)  0.074
H (0.259, -1.486, -1.251)  0.093
H (1.385, -0.176, -1.803)  0.112
H (-1.616, 0.098, -2.242)  0.084
H (-0.495, -0.364, -3.424)  0.114
H (-0.572, 2.002, -3.542)  0.132
H (0.887, 1.524, -2.884)  0.132
H (-2.604, 1.878, -0.889)  0.066
H (-2.366, 3.308, -1.931)  0.116
H (-1.981, 3.257, -0.241)  0.050
H (1.288, 3.889, -1.759)  0.072
H (-0.029, 4.434, -0.753)  0.083
H (-0.239, 4.315, -2.498)  0.110
H (2.274, 0.137, 0.466)  0.078
H (1.213, -1.087, 1.190)  0.083
H (1.043, 0.417, 1.807)  0.061
C (3.231, -6.995, 2.706)  -0.030
C (2.809, -5.811, 3.681)  -0.113
N (1.699, -4.863, 3.168)  -0.262
C (0.403, -5.646, 3.325)  0.034
C (1.582, -3.615, 4.010)  -0.164
C (1.646, -3.751, 5.553)  -0.050
C (1.854, -4.452, 1.715)  -0.069
C (3.237, -3.893, 1.339)  -0.158
O (3.558, -2.830, 2.276)  -0.253
C (4.633, -2.027, 1.715)  -0.058
H (4.217, -7.394, 2.935)  0.087
H (3.248, -6.690, 1.655)  0.071
H (2.498, -7.778, 2.782)  0.060
H (3.681, -5.164, 3.737)  0.117
H (2.610, -6.214, 4.671)  0.124
H (0.205, -5.668, 4.407)  0.103
H (0.612, -6.644, 2.926)  0.081
H (-0.376, -5.166, 2.734)  0.114
H (0.576, -3.236, 3.711)  0.147
H (2.377, -2.943, 3.720)  0.091
H (1.324, -2.813, 5.958)  0.062
H (2.651, -4.068, 5.866)  0.082
H (0.965, -4.498, 6.014)  0.081
H (1.095, -3.638, 1.597)  0.151
H (1.656, -5.399, 1.197)  0.095
H (3.197, -3.512, 0.322)  0.113
H (4.083, -4.568, 1.391)  0.118
H (5.439, -2.730, 1.414)  0.105
H (5.048, -1.428, 2.511)  0.065
H (4.401, -1.367, 0.855)  0.089
C (-4.438, -2.271, 0.306)  -0.053
C (-4.297, -2.694, -1.147)  -0.123
N (-3.043, -3.618, -1.343)  -0.195
C (-1.778, -2.820, -1.238)  0.004
C (-3.042, -4.854, -0.355)  -0.160
C (-4.222, -5.785, -0.449)  -0.055
C (-3.138, -4.201, -2.784)  -0.040
C (-2.644, -3.278, -3.947)  -0.212
O (-3.202, -2.020, -3.871)  -0.223
C (-3.428, -1.482, -5.173)  -0.040
H (-5.361, -1.653, 0.340)  0.099
H (-3.617, -1.620, 0.646)  0.063
H (-4.472, -3.062, 1.018)  0.057
H (-4.182, -1.859, -1.844)  0.097
H (-5.187, -3.289, -1.463)  0.137
H (-0.861, -3.401, -1.427)  0.089
H (-1.829, -2.400, -0.243)  0.080
H (-1.750, -1.990, -1.961)  0.090
H (-2.914, -4.397, 0.635)  0.113
H (-2.146, -5.409, -0.510)  0.064
H (-5.194, -5.307, -0.305)  0.085
H (-4.015, -6.657, 0.148)  0.085
H (-4.241, -6.150, -1.461)  0.070
H (-4.205, -4.358, -2.894)  0.120
H (-2.508, -5.095, -2.806)  0.125
H (-2.800, -3.694, -5.017)  0.165
H (-1.542, -3.168, -3.931)  0.107
H (-4.145, -2.142, -5.640)  0.100
H (-2.499, -1.463, -5.734)  0.053
H (-3.795, -0.490, -5.005)  0.068
C (1.026, -2.650, -6.014)  -0.642
F (0.294, -2.291, -4.961)  0.112
F (2.337, -2.184, -5.845)  0.079
F (1.034, -3.956, -6.040)  0.138
S (0.262, -2.095, -7.626)  0.635
O (1.168, -2.726, -8.559)  -0.292
O (-1.139, -2.496, -7.508)  -0.307
N (0.462, -0.532, -7.494)  -0.298
S (-0.386, 0.565, -6.904)  0.509
O (-1.132, 1.250, -7.887)  -0.241
O (-0.896, 0.249, -5.624)  -0.271
C (0.901, 1.757, -6.489)  -0.731
F (1.682, 1.386, -5.469)  0.121
F (1.732, 2.107, -7.424)  0.174
F (0.263, 2.832, -6.051)  0.132
C (-4.678, 1.540, 4.514)  -0.809
F (-5.234, 2.160, 3.544)  0.198
F (-4.728, 2.316, 5.577)  0.157
F (-5.379, 0.483, 4.784)  0.165
S (-3.009, 1.003, 4.032)  0.619
O (-2.567, 0.174, 5.156)  -0.317
O (-3.242, 0.291, 2.780)  -0.306
N (-2.382, 2.392, 3.822)  -0.285
S (-1.330, 3.229, 3.096)  0.532
O (-0.090, 2.472, 2.981)  -0.306
O (-1.685, 3.937, 1.981)  -0.196
C (-1.018, 4.475, 4.369)  -0.571
F (-0.526, 3.854, 5.497)  0.084
F (-0.026, 5.245, 3.822)  0.098
F (-2.090, 5.231, 4.734)  0.138
C (3.161, -5.299, -2.590)  -0.653
F (3.331, -6.404, -3.258)  0.180
F (4.052, -5.294, -1.480)  0.047
F (3.428, -4.250, -3.285)  0.188
S (1.384, -5.049, -2.052)  0.543
O (1.516, -3.722, -1.478)  -0.302
O (0.543, -5.203, -3.201)  -0.269
N (1.047, -6.107, -0.973)  -0.301
S (0.122, -7.380, -1.455)  0.678
O (-1.284, -7.015, -1.293)  -0.310
O (0.643, -8.139, -2.577)  -0.261
C (0.294, -8.517, -0.068)  -0.699
F (1.516, -8.940, 0.119)  0.167
F (-0.050, -7.840, 1.133)  0.029
F (-0.584, -9.440, -0.203)  0.199
C (-0.047, 7.770, -1.096)  -0.730
F (0.841, 7.561, -0.195)  0.172
F (0.374, 7.297, -2.275)  0.128
F (-1.170, 7.102, -0.837)  0.126
S (-0.341, 9.617, -1.169)  0.663
O (-0.303, 9.978, 0.261)  -0.339
O (0.752, 10.106, -2.027)  -0.335
N (-1.801, 9.901, -1.843)  -0.303
S (-2.207, 9.909, -3.373)  0.487
O (-2.455, 11.250, -3.796)  -0.277
O (-1.645, 9.033, -4.252)  -0.230
C (-3.819, 9.237, -3.076)  -0.699
F (-4.513, 9.191, -4.238)  0.101
F (-3.961, 8.013, -2.589)  0.140
F (-4.473, 10.033, -2.209)  0.100
C (-5.326, 0.740, -2.099)  -0.659
F (-5.981, -0.002, -1.319)  0.197
F (-5.034, 1.918, -1.454)  0.085
F (-4.169, 0.059, -2.380)  0.071
S (-6.150, 1.208, -3.711)  0.635
O (-5.037, 1.479, -4.595)  -0.284
O (-6.848, -0.080, -3.837)  -0.320
N (-6.972, 2.488, -3.348)  -0.296
S (-8.210, 3.150, -3.933)  0.541
O (-8.529, 4.331, -3.182)  -0.269
O (-8.405, 2.950, -5.326)  -0.262
C (-9.578, 2.124, -3.352)  -0.655
F (-9.706, 0.920, -3.973)  0.095
F (-9.600, 1.899, -2.015)  0.101
F (-10.691, 2.817, -3.651)  0.096
C (5.783, 1.332, -0.863)  -0.622
F (6.455, 2.366, -0.368)  0.122
F (6.564, 0.725, -1.733)  0.152
F (5.397, 0.462, 0.161)  0.042
S (4.210, 1.885, -1.707)  0.570
O (4.499, 2.473, -2.979)  -0.252
O (3.409, 0.681, -1.611)  -0.304
N (3.755, 2.996, -0.714)  -0.306
S (4.310, 4.499, -0.819)  0.662
O (5.740, 4.730, -0.968)  -0.287
O (3.296, 5.378, -1.448)  -0.288
C (4.053, 5.060, 0.895)  -0.711
F (4.714, 4.181, 1.758)  0.031
F (4.629, 6.246, 1.060)  0.155
F (2.846, 5.027, 1.254)  0.211